{
  "formula": "C11H17N3O2S",
  "method": "wB97M-V/def2-TZVPD",
  "elements": ["C", "C", "C", "C", "C", "C", "O", "O", "C", "C", "H", "H", "S", "C", "N", "C", "N", "N", "H", "H", "C", "H", "H", "H", "H", "H", "H", "H", "H", "H", "H", "H", "H", "H"],
  "xyz": [[0.93, -0.52, 3.45], [0.82, -1.82, 2.63], [-0.59, -2.08, 1.92], [-0.78, -1.12, 0.87], [0.25, -1.32, -0.38], [-0.63, -0.83, -1.47], [-1.84, -0.96, -1.65], [0.27, -0.21, -2.39], [1.48, 0.02, -1.69], [1.53, 1.65, -1.37], [1.32, 2.01, -2.29], [2.50, 1.66, -0.86], [0.32, 2.25, -0.29], [-1.12, 2.40, -1.54], [-0.67, 2.79, -2.81], [-2.06, 2.97, -3.15], [-2.95, 2.86, -2.40], [-2.39, 2.41, -1.23], [-2.94, 2.06, -0.66], [-2.26, 3.23, -4.23], [1.51, -0.82, -0.41], [2.09, -1.61, -0.30], [1.49, -0.22, 0.48], [2.07, -0.19, -2.23], [0.20, -2.70, -0.70], [-1.88, -1.28, 0.55], [-0.59, 0.01, 1.29], [-1.35, -2.06, 2.73], [-0.63, -3.13, 1.87], [1.61, -1.97, 2.03], [0.97, -2.80, 3.39], [2.10, -0.55, 3.89], [0.19, -0.46, 4.16], [1.04, 0.33, 2.79]],
  "e_lumo_ev": 0.5,
  "e_homo_ha": -0.33005,
  "spin_multiplicity": 1,
  "total_energy_ev": -31074.057
}